<1>
A cluster of 2 separate species, C3H11N2S in total. Source: OMol25; level of theory: ωB97M-V/def2-TZVPD.

ORCA input file:
```
! RIJCOSX wB97M-V def2-TZVPD def2/J DEFGRID3
* xyz 1 1
C 1.232 -1.552 0.136
C 0.460 -2.046 -0.836
N 0.819 -2.953 -1.769
N 0.700 -0.464 0.976
H 2.262 -1.797 0.331
H -0.553 -1.657 -0.932
H 0.098 -3.480 -2.232
H 1.710 -3.415 -1.681
H 1.224 0.404 0.848
H 0.705 -0.716 1.968
H -0.263 -0.229 0.686
C -1.318 3.330 0.796
S -1.696 1.676 0.099
H -1.395 3.231 1.873
H -0.333 3.646 0.478
H -2.082 4.008 0.445
H -1.569 2.014 -1.187
*
```

- Frontier orbital gap: 9.86 eV

***

<2>
A cluster of 2 separate species, C3H11N2S in total. Source: OMol25; level of theory: ωB97M-V/def2-TZVPD.

ORCA input file:
```
! RIJCOSX wB97M-V def2-TZVPD def2/J DEFGRID3
* xyz 1 1
C -2.177 1.269 0.338
C -0.817 0.861 -0.241
C 0.270 -1.336 0.230
N 0.443 -2.683 0.092
N -0.701 -0.614 -0.338
S 3.051 0.538 -0.195
H -2.994 0.941 -0.115
H -2.267 0.904 1.470
H -2.163 2.295 0.231
H 0.060 1.061 0.306
H -0.763 1.405 -1.147
H 0.862 -0.677 0.730
H 1.169 -3.248 0.552
H -0.102 -3.316 -0.451
H 3.937 1.419 0.298
H -1.339 -1.035 -0.955
H 3.787 -0.496 0.273
*
```

- Frontier orbital gap: 9.68 eV

***

Which of them is most stable? Easy: <1>.

***

<1>
The molecule C3N2O. Source: OMol25; level of theory: ωB97M-V/def2-TZVPD.

ORCA input file:
```
! RIJCOSX wB97M-V def2-TZVPD def2/J DEFGRID3
* xyz 0 1
O -1.468 -1.329 -0.639
C -0.388 -0.974 -0.639
C 0.984 -0.689 -0.749
N 1.242 0.366 -0.008
C 0.164 0.975 0.693
N -0.534 1.652 1.341
*
```

- SMILES: N#CN=C=C=O
- Frontier orbital gap: 8.13 eV

***

<2>
A structure of composition C3N2O. Source: OMol25; level of theory: ωB97M-V/def2-TZVPD.

ORCA input file:
```
! RIJCOSX wB97M-V def2-TZVPD def2/J DEFGRID3
* xyz 0 1
O -0.233 1.655 0.298
C -0.100 0.523 -0.038
C -1.235 -0.308 -0.744
N -1.627 -0.690 0.300
C 1.115 -0.272 0.085
N 2.079 -0.907 0.099
*
```

- Frontier orbital gap: 10.69 eV

***

Which of them is most stable? Easy: <2>.

***

<1>
A cluster of 2 separate species, CH2N2O2 in total. Source: OMol25; level of theory: ωB97M-V/def2-TZVPD.

ORCA input file:
```
! RIJCOSX wB97M-V def2-TZVPD def2/J DEFGRID3
* xyz 0 1
C -1.239 -0.007 -0.177
N 1.694 -0.975 -0.004
N -1.478 1.149 0.017
O -0.839 -1.033 -0.516
O 1.772 -0.294 -1.008
H -1.814 1.605 0.776
H 1.903 -0.445 0.912
*
```

- SMILES: N=C=O.N=O
- Frontier orbital gap: 9.15 eV

***

<2>
The molecule CH2N2O2. Source: OMol25; level of theory: ωB97M-V/def2-TZVPD.

ORCA input file:
```
! RIJCOSX wB97M-V def2-TZVPD def2/J DEFGRID3
* xyz 0 1
C 1.134 -0.184 -0.292
N 0.189 -0.391 0.541
N -1.089 0.126 0.438
O -1.996 -0.619 0.217
O -1.238 1.284 0.581
H 2.078 -0.637 -0.183
H 0.922 0.421 -1.302
*
```

- SMILES: C=N[N+](=O)[O-]
- Frontier orbital gap: 10.94 eV

***

Which of them is most stable? Easy: <1>.

***

<1>
The molecule C3H5FO. Source: OMol25; level of theory: ωB97M-V/def2-TZVPD.

ORCA input file:
```
! RIJCOSX wB97M-V def2-TZVPD def2/J DEFGRID3
* xyz 0 1
C 0.054 -0.761 -0.765
C -0.616 0.418 -0.197
C 0.299 0.865 0.934
H -0.354 -1.465 -1.738
H 1.156 -0.602 -0.771
H -1.727 0.325 -0.157
H 1.384 0.247 1.012
H 0.104 1.526 1.866
O 0.142 1.699 -0.416
F -0.013 -1.861 0.366
*
```

- SMILES: FC[C@H]1CO1
- Frontier orbital gap: 11.85 eV

***

<2>
The molecule C3H5FO. Source: OMol25; level of theory: ωB97M-V/def2-TZVPD.

ORCA input file:
```
! RIJCOSX wB97M-V def2-TZVPD def2/J DEFGRID3
* xyz 0 1
C 0.109 -0.965 -0.415
C 1.140 -0.431 -1.310
C -0.662 0.106 0.343
O 1.022 -1.667 0.392
F 1.692 -0.942 -2.401
H -0.582 -1.638 -0.834
H 1.706 0.417 -0.915
H -0.887 -0.288 1.325
H -1.649 0.305 -0.102
H 0.018 1.045 0.428
*
```

- Frontier orbital gap (alpha / beta): 8.70 / 8.75 eV

***

Which of them is most stable? Easy: <2>.

***

<1>
A structure of composition C3H5FO. Source: OMol25; level of theory: ωB97M-V/def2-TZVPD.

ORCA input file:
```
! RIJCOSX wB97M-V def2-TZVPD def2/J DEFGRID3
* xyz 0 1
C -1.661 0.007 0.056
C 0.779 0.365 -0.280
C 1.793 -0.414 -0.003
H -2.300 -0.452 1.235
H -2.497 -0.195 -0.764
H -1.387 1.056 0.063
H 0.687 1.417 0.021
H 1.858 -1.367 0.051
O -0.334 -0.455 -0.354
F 3.061 0.038 -0.025
*
```

- Frontier orbital gap: 9.77 eV

***

<2>
A cluster of 2 separate species, C3H5FO in total. Source: OMol25; level of theory: ωB97M-V/def2-TZVPD.

ORCA input file:
```
! RIJCOSX wB97M-V def2-TZVPD def2/J DEFGRID3
* xyz 0 1
C -0.711 0.156 -0.841
C -0.540 0.461 0.695
C 0.568 0.415 -0.231
O 2.018 -1.478 0.199
F 1.442 1.312 -0.533
H -1.012 -0.780 -1.154
H -1.186 0.872 -1.312
H -0.939 1.327 1.133
H -0.991 -0.395 1.294
H 1.350 -1.891 0.750
*
```

- Frontier orbital gap (alpha / beta): 10.06 / 8.16 eV

***

<3>
The molecule C3H5FO. Source: OMol25; level of theory: ωB97M-V/def2-TZVPD.

ORCA input file:
```
! RIJCOSX wB97M-V def2-TZVPD def2/J DEFGRID3
* xyz 0 1
C 0.124 0.646 -0.344
C -1.098 0.504 0.375
C 1.213 -0.674 -0.259
O 0.431 1.587 -1.013
F 0.594 -1.784 0.340
H -1.804 -0.012 -0.224
H -1.068 -0.118 1.215
H -1.787 1.313 0.506
H 1.811 -0.326 0.581
H 1.586 -1.136 -1.175
*
```

- SMILES: CC(=O)CF
- Frontier orbital gap: 10.71 eV

***

Which of them is most stable? Easy: <3>.

***

<1>
The molecule CH2N4OS. Source: OMol25; level of theory: ωB97M-V/def2-TZVPD.

ORCA input file:
```
! RIJCOSX wB97M-V def2-TZVPD def2/J DEFGRID3
* xyz 0 1
C -0.279 -0.097 -0.791
H -0.615 -0.973 2.185
H -1.998 0.548 -0.085
N 0.419 -0.330 0.404
N 1.912 0.362 -1.051
N 0.835 -0.130 -1.754
N -1.570 0.235 -1.037
O 1.708 0.124 0.403
S -0.412 0.263 1.726
*
```

- SMILES: [H]/N=c1/nnon1S
- Frontier orbital gap: 8.59 eV

***

<2>
The molecule CH2N4OS. Source: OMol25; level of theory: ωB97M-V/def2-TZVPD.

ORCA input file:
```
! RIJCOSX wB97M-V def2-TZVPD def2/J DEFGRID3
* xyz 0 1
C -0.038 0.129 0.144
H -3.419 -0.827 0.495
H 1.378 -1.033 0.891
N -0.964 -0.658 0.325
N 0.389 1.084 -0.885
N 1.582 1.133 -1.090
N 1.327 -0.074 0.661
O 2.278 0.403 -0.308
S -2.533 -0.157 -0.232
*
```

- SMILES: S/N=c1\nno[nH]1
- Frontier orbital gap: 9.26 eV

***

Which of them is most stable? Easy: <2>.

***

<1>
A structure of composition C5H14NP. Source: OMol25; level of theory: ωB97M-V/def2-TZVPD.

ORCA input file:
```
! RIJCOSX wB97M-V def2-TZVPD def2/J DEFGRID3
* xyz 0 1
C 0.491 -2.830 0.284
C -2.160 -0.552 -0.356
C -1.087 1.648 -0.576
C 0.912 0.334 1.772
C 1.698 0.129 -1.322
N -0.941 0.229 -0.138
P 0.612 -0.468 0.073
H 0.411 -3.094 1.326
H 1.548 -2.545 0.113
H -2.128 -1.011 -1.278
H -2.257 -1.455 0.375
H -3.092 0.043 -0.180
H -0.258 2.230 -0.089
H -1.048 1.899 -1.661
H -2.078 2.078 -0.342
H 0.415 -0.260 2.400
H 1.923 0.059 2.164
H 0.612 1.409 1.887
H 1.400 -0.451 -2.235
H 1.601 1.153 -1.563
H 2.801 -0.228 -1.197
*
```

- Frontier orbital gap: 8.28 eV

***

<2>
The molecule C5H14NP. Source: OMol25; level of theory: ωB97M-V/def2-TZVPD.

ORCA input file:
```
! RIJCOSX wB97M-V def2-TZVPD def2/J DEFGRID3
* xyz 0 1
C -1.895 0.264 -0.351
C -1.526 -1.479 1.314
C 2.089 0.866 0.274
C 0.361 -0.949 -0.235
C -0.820 -0.326 0.544
N 1.414 0.273 -0.733
P 1.038 1.105 -2.166
H -2.371 -0.554 -0.803
H -2.606 0.647 0.274
H -1.555 1.113 -1.021
H -1.773 -2.206 0.603
H -2.492 -1.137 1.688
H -0.878 -1.821 2.160
H 2.147 0.174 1.109
H 3.166 1.074 -0.180
H 1.656 1.907 0.602
H 0.995 -1.354 0.522
H 0.231 -1.707 -0.968
H -0.653 0.386 1.372
H 2.356 1.345 -2.501
H 1.116 2.379 -1.502
*
```

- SMILES: CC(C)CN(C)P
- Frontier orbital gap: 9.31 eV

***

<3>
A structure of composition C5H14NP. Source: OMol25; level of theory: ωB97M-V/def2-TZVPD.

ORCA input file:
```
! RIJCOSX wB97M-V def2-TZVPD def2/J DEFGRID3
* xyz 0 1
C -1.970 -0.247 1.877
C 0.981 1.362 -2.166
C 1.827 0.842 -0.080
C -0.696 -2.119 -0.640
C -0.937 0.803 1.354
N 0.704 0.758 -0.955
P -0.831 0.302 -0.484
H -1.518 -1.293 1.695
H -2.333 -0.132 2.878
H -2.690 -0.170 1.146
H 0.054 1.394 -2.749
H 1.230 2.355 -2.226
H 1.730 0.703 -2.562
H 1.645 1.566 0.664
H 1.974 -0.165 0.463
H 2.762 1.100 -0.481
H -1.331 -2.272 -1.472
H -1.144 -2.318 0.367
H 0.329 -2.562 -0.723
H -0.029 0.801 1.882
H -1.440 1.792 1.175
*
```

- Frontier orbital gap: 8.47 eV

***

Which of them is most stable? Easy: <2>.

***

<1>
The ion C4H11N4 with charge +1. Source: OMol25; level of theory: ωB97M-V/def2-TZVPD.

ORCA input file:
```
! RIJCOSX wB97M-V def2-TZVPD def2/J DEFGRID3
* xyz 1 1
C 0.174 -0.788 -0.527
C -1.206 -0.275 -0.584
C 0.316 -2.200 0.168
C 1.758 1.150 -0.935
N -3.310 0.824 0.191
N -2.067 0.286 0.058
N 1.153 0.204 0.052
N 0.911 0.565 1.341
H 0.653 -0.734 -1.601
H -0.347 -2.177 1.094
H -0.156 -2.922 -0.460
H 1.324 -2.294 0.236
H 1.042 1.694 -1.411
H 2.242 1.718 -0.241
H 2.367 0.679 -1.716
H -3.411 0.849 1.182
H 0.700 1.567 1.390
H 1.471 0.218 2.061
H -3.614 1.635 -0.300
*
```

- SMILES: C[C@@H](C#[N+]N)N(C)N
- Frontier orbital gap (alpha / beta): 7.53 / 7.53 eV

***

<2>
The ion C4H11N4 with charge +1. Source: OMol25; level of theory: ωB97M-V/def2-TZVPD.

ORCA input file:
```
! RIJCOSX wB97M-V def2-TZVPD def2/J DEFGRID3
* xyz 1 1
C 1.684 0.015 -0.082
C 0.956 1.175 0.588
C -1.085 0.473 -0.628
C 0.767 -2.137 0.088
N -2.872 -0.702 0.169
N -1.972 0.248 0.253
N 0.693 -0.980 -0.389
N -0.187 1.588 -0.285
H 2.124 0.342 -1.028
H 2.486 -0.348 0.574
H 0.534 0.844 1.539
H 1.620 2.024 0.751
H -0.990 0.052 -1.618
H 1.567 -2.482 0.745
H -3.043 -1.196 -0.699
H -0.001 -2.844 -0.180
H -3.606 -0.658 0.857
H -0.747 2.283 0.225
H 0.175 2.012 -1.146
*
```

- SMILES: C=NCC[NH2+]/C=N/N
- Frontier orbital gap: 9.29 eV

***

<3>
The ion C4H11N4 with charge +1. Source: OMol25; level of theory: ωB97M-V/def2-TZVPD.

ORCA input file:
```
! RIJCOSX wB97M-V def2-TZVPD def2/J DEFGRID3
* xyz 1 1
C 0.811 -0.479 0.044
C -1.079 1.531 0.156
C 1.712 -1.664 -0.033
C -2.603 -0.286 -0.447
N -0.417 -0.822 0.019
N 1.330 0.719 -0.199
N 2.548 1.195 0.114
N -1.468 0.159 0.273
H -0.861 2.075 1.137
H -1.410 2.088 -0.685
H 1.290 -2.571 -0.542
H 1.854 -1.984 0.994
H 2.696 -1.449 -0.452
H -3.578 0.091 -0.083
H -2.595 0.149 -1.482
H -2.769 -1.312 -0.464
H 3.219 1.151 -0.648
H 2.884 1.542 1.005
H -1.565 -0.135 1.293
*
```

- Frontier orbital gap (alpha / beta): 8.90 / 8.36 eV

***

Which of them is most stable? Easy: <2>.